Entry 1:
The following is a quantum chemistry calculation of a molecular structure, C38H46BrIrN11O2, from the OMol25 dataset.

```
99
Properties=species:S:1:pos:R:3:forces:R:3
Ir 0.193263 0.898446 0.078888 -0.59 0.11 1.27
C -3.194505 -3.436659 1.136551 -0.02 0.02 0.04
N -1.953067 -2.691089 1.323544 -0.04 0.12 -0.17
C -0.827667 -3.490856 1.756561 0.04 0.03 -0.03
C -1.817706 -1.425100 0.835826 0.07 -0.04 0.20
N -0.734514 -1.042727 0.146882 -0.05 -0.10 -0.56
C -0.131249 -1.986374 -0.765770 0.07 0.06 0.13
C -0.894659 -2.885735 -1.468884 -0.05 0.00 0.09
C -0.346290 -3.724774 -2.455280 -0.04 0.03 0.01
C 0.977659 -3.646865 -2.756001 0.05 -0.02 -0.03
C 1.815254 -2.760573 -2.042472 0.00 0.02 0.02
C 3.205966 -2.736641 -2.313921 -0.01 -0.03 -0.02
C 4.044782 -1.948381 -1.587773 0.01 0.04 0.02
C 3.521483 -1.144889 -0.558349 0.08 0.07 -0.02
C 2.183490 -1.132009 -0.284140 -0.05 0.13 0.03
N 1.686808 -0.305829 0.781992 0.53 -0.14 -0.31
C 2.261985 -0.433880 1.985666 -0.04 -0.26 -0.08
N 2.873414 -1.571963 2.360703 0.04 0.00 0.09
C 3.985383 -1.531242 3.314678 0.04 -0.01 -0.03
C 2.691684 -2.895161 1.779718 -0.01 -0.07 0.04
N 2.219059 0.565994 2.927914 -0.30 0.21 -0.02
C 3.018561 1.792415 2.789030 0.26 -0.10 0.11
C 1.919346 0.223429 4.316172 0.05 -0.03 0.04
C 1.272696 -1.927709 -1.027853 -0.03 -0.03 -0.02
N -2.819081 -0.576813 1.178814 -0.05 0.09 0.02
C -3.278928 0.538062 0.354876 0.06 0.16 0.19
C -3.617870 -0.782504 2.390827 -0.01 -0.05 -0.13
H -2.982221 -4.330224 0.543987 0.00 0.01 -0.01
H -3.925062 -2.835779 0.600432 0.00 0.02 0.01
H -3.620670 -3.750667 2.090399 0.00 0.01 0.01
H -0.445561 -4.145877 0.969349 0.01 0.01 -0.03
H -1.150666 -4.104336 2.598605 0.00 -0.01 -0.02
H -0.038596 -2.830771 2.099636 0.13 0.03 0.01
H -1.957081 -2.945821 -1.294716 -0.05 0.00 0.03
H -0.995161 -4.407972 -2.986714 0.00 0.01 0.01
H 1.413056 -4.268347 -3.527733 -0.01 0.00 0.00
H 3.587232 -3.371410 -3.103448 0.00 0.01 0.00
H 5.106859 -1.932156 -1.791114 -0.01 -0.01 0.00
H 4.194226 -0.536662 0.035194 -0.02 0.03 -0.02
H 4.333592 -0.514569 3.465722 0.01 -0.02 -0.01
H 4.806556 -2.116287 2.901001 0.01 0.01 -0.01
H 3.699968 -1.967890 4.272368 0.01 -0.02 -0.01
H 1.815272 -2.933168 1.150869 -0.08 -0.08 0.05
H 2.592268 -3.613793 2.594587 0.00 0.01 0.02
H 3.556309 -3.167852 1.171569 -0.02 -0.01 0.02
H 2.427556 2.679717 2.998139 0.03 -0.01 -0.02
H 3.425012 1.869544 1.787130 -0.09 0.05 -0.02
H 3.855353 1.737644 3.493259 0.00 0.01 0.01
H 1.354550 -0.707160 4.364919 -0.01 0.02 0.00
H 1.318507 1.027888 4.746080 0.00 -0.01 0.01
H 2.816065 0.121840 4.931685 -0.04 0.04 0.00
H -4.050027 0.219292 -0.347416 -0.04 0.11 0.15
H -2.468954 0.995414 -0.209220 -0.09 -0.10 0.07
H -3.722630 1.293738 1.000041 0.02 0.06 0.07
H -3.144066 -1.507346 3.043743 0.03 -0.05 0.01
H -4.628578 -1.122845 2.159453 0.01 -0.02 -0.01
H -3.701270 0.169221 2.918860 0.00 0.00 -0.01
Br -3.390058 2.790092 -2.080906 0.02 0.02 -0.03
C -2.185148 3.861663 -1.094706 -0.13 0.00 -0.08
C -2.445455 5.227429 -1.146312 0.06 0.01 0.04
C -1.647783 6.078962 -0.411487 -0.02 -0.03 -0.01
C -0.634281 5.525762 0.353136 -0.03 0.00 -0.06
C -0.451995 4.157389 0.320989 -0.02 0.05 0.01
N -1.200661 3.304851 -0.399713 0.11 -0.20 0.03
C 0.652624 3.623143 1.169227 0.32 -0.19 -0.03
O 1.196974 4.310177 1.993553 -0.05 0.15 0.10
O 1.100652 2.395301 0.939884 -0.09 0.21 0.01
H -3.263977 5.590460 -1.749441 0.00 0.00 0.00
H -1.819525 7.146678 -0.424930 0.00 0.00 -0.01
H 0.019671 6.121368 0.972081 0.00 -0.01 0.01
C -4.172854 -1.261261 -4.258578 -0.03 0.01 -0.07
C -3.314649 -0.454172 -4.998691 -0.04 -0.02 0.01
C -2.252813 0.188286 -4.391416 0.08 -0.02 0.11
C -2.038653 0.026715 -3.019457 -0.12 0.02 -0.02
C -2.894211 -0.775938 -2.289456 0.06 -0.07 -0.07
C -3.959569 -1.421006 -2.900998 0.03 0.02 0.05
N -0.926166 0.665825 -2.344610 -0.13 -0.27 -0.16
N -0.289244 1.401215 -3.101875 -0.02 0.10 -0.12
C 0.919555 1.894038 -2.634146 0.08 -0.17 -0.10
C 1.674074 2.589989 -3.577728 0.00 -0.01 0.02
C 2.981686 2.928331 -3.297133 0.01 -0.01 0.04
C 3.522872 2.529212 -2.082721 0.12 0.04 -0.06
C 2.759473 1.850298 -1.145227 -0.19 -0.01 0.12
C 1.428508 1.525293 -1.381294 0.23 0.23 -0.51
H -5.000113 -1.761969 -4.743672 0.01 0.01 0.00
H -3.477050 -0.326924 -6.060611 0.01 0.00 0.01
H -1.588329 0.810039 -4.969358 0.02 0.02 -0.02
H -2.719570 -0.881968 -1.235973 0.03 -0.22 -0.30
H -4.622561 -2.049478 -2.318678 0.00 0.01 0.01
H 1.212449 2.821110 -4.528433 0.01 -0.01 0.00
H 3.581864 3.471675 -4.013342 -0.02 0.00 -0.01
H 4.554330 2.766572 -1.853862 -0.02 -0.01 0.02
H 3.204561 1.607480 -0.194182 0.02 0.04 0.02
N -1.327614 2.163853 2.597517 0.03 0.00 -0.01
N -0.615548 0.972232 2.260229 -0.01 0.21 -0.11
H -1.348089 2.302975 3.602592 -0.03 -0.03 0.01
H -2.272780 2.094997 2.253177 -0.10 0.02 -0.08
H -1.011769 0.144254 2.699568 0.00 -0.06 -0.04
H 0.334042 1.101110 2.612114 0.00 -0.09 0.08
```
Positions in Å, forces in eV/Å.

Properties
Total charge = +2
LUMO (spin up / spin down) = -5.85 / -7.17 eV
⟨S²⟩ = 0.759
HOMO-LUMO gap (spin up / spin down) = 7.0 / 5.7 eV
Multiplicity = 2
HOMO (spin up / spin down) = -0.472 / -0.472 hartree

Charges in e, computed with Löwdin, in the same order as the atoms: 1.56, -0.03, -0.15, -0.02, -0.40, -0.01, -0.21, -0.03, -0.03, -0.01, -0.14, 0.00, -0.03, -0.03, -0.27, 0.02, -0.33, -0.09, -0.01, -0.01, -0.19, -0.01, -0.05, -0.07, -0.13, -0.11, -0.03, 0.10, 0.10, 0.10, 0.10, 0.11, 0.07, 0.10, 0.12, 0.13, 0.13, 0.12, 0.13, 0.09, 0.11, 0.10, 0.06, 0.11, 0.11, 0.08, 0.08, 0.10, 0.10, 0.10, 0.09, 0.09, 0.00, 0.09, 0.10, 0.11, 0.09, 0.93, -0.68, -0.09, 0.00, 0.03, -0.19, 0.09, -0.53, 0.12, -0.26, 0.11, 0.13, 0.13, -0.05, -0.05, -0.03, -0.29, -0.11, -0.06, 0.05, 0.08, -0.27, 0.01, -0.04, -0.03, -0.10, -0.21, 0.12, 0.12, 0.11, 0.05, 0.11, 0.12, 0.12, 0.12, 0.07, 0.04, -0.08, 0.11, 0.06, 0.10, 0.05

Entry 2:
The following is a quantum chemistry calculation of 2 unconnected molecules or ions with the total composition C3H8N2O2S, from the OMol25 dataset.

```
16
Properties=species:S:1:pos:R:3:forces:R:3
C -1.514870 -1.014164 0.074361 0.07 -2.15 1.61
C -1.615368 0.366058 0.760058 0.50 -0.75 2.15
C 0.532021 0.176654 -0.022938 0.88 0.05 -1.38
N -0.052307 -1.052721 -0.132526 -0.98 -0.07 -0.30
N -0.237461 0.911021 0.835736 -0.01 1.70 -0.55
O 2.719493 -1.217514 -0.027989 0.57 -0.53 -0.16
O 2.749921 1.204756 -0.717321 3.11 0.70 2.30
S 2.405789 0.136619 0.388396 -1.41 0.05 -0.67
H -1.904393 -2.026282 0.679306 1.25 2.87 -0.91
H -2.188000 -1.067776 -0.790570 0.75 0.28 -0.41
H -2.181597 0.983002 0.123732 -1.25 0.96 -0.21
H -1.934997 0.247932 1.827358 -0.44 0.46 -1.17
H 0.750928 0.939077 -1.636912 -0.65 -0.93 1.75
H 0.361664 -1.770516 -0.687679 0.40 -0.11 -0.25
H -0.069139 1.963181 0.789435 -0.71 -2.17 0.08
H 2.178322 1.220671 -1.462449 -2.07 -0.35 -1.90
```
Positions in Å, forces in eV/Å.

Properties
Total charge = 0
LUMO = 0.61 eV
HOMO-LUMO gap = 9.0 eV
Relative energy (zero: lowest compared OMol25 entry of this formula, charge and spin) = 342.9 kJ/mol
HOMO = -0.308 hartree

Charges in e, computed with Löwdin, in the same order as the atoms: -0.15, -0.15, -0.53, -0.02, -0.03, -0.48, -0.36, 0.90, 0.16, 0.10, 0.09, 0.13, 0.12, 0.12, 0.17, -0.06

Entry 3:
The following is a quantum chemistry calculation of 9 unconnected molecules or ions with the total composition C12H17Cl24FO3S, from the OMol25 dataset.

```
58
Properties=species:S:1:pos:R:3:forces:R:3
C -1.750612 1.299134 -1.733730 0.07 -0.11 0.22
C -1.011468 0.021538 -1.341830 -0.21 0.04 -0.28
C -1.981217 -1.120226 -1.024507 0.03 -0.06 -0.11
C -1.358712 -2.248172 -0.210206 -0.09 0.05 0.02
O -1.166838 -3.412071 -1.077055 0.13 0.09 0.07
S 0.225488 -4.175878 -0.860067 0.06 0.00 -0.12
O 1.288124 -3.293289 -1.289745 -0.14 -0.14 0.04
O -0.045490 -5.160064 -2.210861 0.06 -0.21 0.06
F -0.256989 -6.457974 -1.671003 -0.03 0.22 -0.06
H -1.055264 2.132777 -1.850991 -0.05 -0.01 -0.08
H -2.463900 1.565569 -0.947852 -0.01 0.07 -0.11
H -2.296508 1.160824 -2.670271 0.00 0.07 0.05
H -0.352638 0.219441 -0.490753 -0.04 -0.03 -0.02
H -0.398129 -0.292164 -2.190726 0.26 0.02 0.27
H -2.327438 -1.561990 -1.964255 -0.11 0.06 0.08
H -2.874948 -0.742262 -0.518157 0.14 0.02 0.10
H -2.000557 -2.568188 0.611629 0.03 -0.04 -0.05
H -0.389250 -1.939188 0.189000 -0.06 -0.01 0.02
C 3.738433 -5.054836 0.165962 -0.06 0.03 -0.05
Cl 2.816866 -4.535066 1.576594 0.01 -0.02 0.09
Cl 5.375050 -4.395129 0.223405 0.01 0.00 -0.09
Cl 3.758736 -6.810334 0.030744 0.00 0.02 0.01
H 3.252271 -4.647802 -0.712570 0.01 0.02 0.02
C -3.875574 3.203013 1.566555 -0.06 0.07 0.01
Cl -4.857863 3.446732 0.127576 -0.02 -0.06 -0.06
Cl -3.782452 1.485185 1.980479 0.06 -0.08 0.01
Cl -2.263986 3.877755 1.359503 -0.05 -0.03 0.00
H -4.357659 3.710905 2.392490 -0.01 -0.02 0.01
C 1.890931 3.247669 0.671657 0.01 -0.01 -0.05
Cl 0.816451 4.521945 0.090083 0.04 0.01 -0.01
Cl 1.042461 2.150876 1.759255 -0.01 -0.01 0.02
Cl 2.598930 2.367796 -0.682432 -0.02 -0.01 -0.02
H 2.693152 3.715904 1.226207 0.00 0.00 0.00
C 6.745044 -3.840447 3.669454 -0.02 0.00 0.01
Cl 6.759172 -2.076718 3.689392 0.00 0.00 -0.01
Cl 8.360227 -4.486980 3.958209 0.00 0.00 0.00
Cl 5.588812 -4.476188 4.838700 0.00 0.00 0.01
H 6.427486 -4.159070 2.686407 -0.01 0.00 -0.01
C 0.754154 0.822118 -5.303536 -0.02 0.03 0.07
Cl 2.121085 0.548869 -4.223578 0.02 -0.01 0.01
Cl -0.560570 -0.295516 -4.939515 -0.03 -0.05 -0.11
Cl 0.200377 2.493383 -5.208163 0.00 0.00 0.00
H 1.082510 0.633472 -6.316832 0.01 0.00 0.00
C 6.944631 -0.925842 -1.426450 -0.06 -0.04 0.00
Cl 6.964028 -1.784135 -2.966070 0.00 0.00 0.00
Cl 7.699689 -1.889847 -0.157693 0.10 0.04 0.04
Cl 7.722868 0.649259 -1.567939 0.00 0.00 0.00
H 5.911149 -0.764955 -1.148351 0.00 0.00 0.00
C -6.389200 0.217032 4.160631 0.00 -0.01 -0.01
Cl -5.046722 -0.237572 5.209929 0.00 0.01 -0.02
Cl -7.815317 -0.760895 4.499861 0.00 0.00 0.00
Cl -6.755120 1.936135 4.313540 0.00 0.04 0.00
H -6.091208 0.034132 3.136629 0.00 0.01 0.00
C -5.860520 7.829954 0.561357 -0.02 -0.03 -0.05
Cl -4.919051 8.032693 -0.914162 0.00 0.00 0.00
Cl -7.485344 7.249712 0.201121 0.00 0.00 0.00
Cl -5.039947 6.742817 1.682989 0.05 0.06 0.09
H -5.947635 8.796158 1.039944 0.00 0.00 0.00
```
Positions in Å, forces in eV/Å.

Properties
Total charge = 0
LUMO = 0.12 eV
HOMO-LUMO gap = 11.0 eV
HOMO = -0.399 hartree

Charges in e, computed with Löwdin, in the same order as the atoms: -0.11, -0.27, -0.17, -0.20, -0.34, 0.93, -0.39, -0.22, -0.11, 0.06, 0.03, 0.07, 0.09, 0.06, 0.12, 0.11, 0.12, 0.11, -1.54, 0.53, 0.54, 0.55, -0.02, -1.55, 0.53, 0.53, 0.51, -0.01, -1.54, 0.51, 0.52, 0.52, 0.01, -1.57, 0.51, 0.53, 0.52, -0.06, -1.54, 0.52, 0.56, 0.53, 0.01, -1.56, 0.53, 0.50, 0.53, 0.01, -1.58, 0.52, 0.53, 0.52, -0.02, -1.55, 0.53, 0.53, 0.52, 0.01

Number 1: electronic energy -133504.158 eV. Number 2: electronic energy -21147.292 eV. Number 3: electronic energy -332948.352 eV.